{
  "formula": "C21H55N4O9S",
  "method": "the ωB97M-V functional and the def2-TZVPD basis",
  "symbols": ["N", "C", "C", "C", "S", "O", "O", "O", "H", "H", "H", "H", "H", "H", "H", "H", "H", "H", "C", "O", "C", "C", "N", "C", "C", "O", "C", "H", "H", "H", "H", "H", "H", "H", "H", "H", "H", "H", "H", "H", "H", "H", "C", "O", "C", "C", "N", "C", "C", "O", "C", "H", "H", "H", "H", "H", "H", "H", "H", "H", "H", "H", "H", "H", "H", "H", "C", "O", "C", "C", "N", "C", "C", "O", "C", "H", "H", "H", "H", "H", "H", "H", "H", "H", "H", "H", "H", "H", "H", "H"],
  "coordinates": [[3.6594, 0.1361, -4.0073], [2.5803, 0.4015, -2.9952], [1.4863, 1.3111, -3.5161], [0.1844, 1.0870, -2.7267], [-0.9238, -0.0553, -3.5378], [-2.2480, 0.2782, -3.1603], [-0.5737, -0.0731, -4.9149], [-0.5440, -1.4719, -2.9340], [4.4112, -0.4062, -3.5747], [3.3100, -0.4127, -4.7952], [4.0797, 0.9945, -4.3678], [3.0431, 0.7955, -2.0964], [2.1490, -0.5674, -2.7553], [1.3266, 1.1729, -4.5828], [1.7579, 2.3540, -3.3592], [0.4012, 0.7630, -1.7090], [-0.3647, 2.0205, -2.6609], [-0.2177, -1.4007, -2.0230], [0.4758, -2.6656, 1.1720], [0.0350, -2.6119, -0.1803], [-0.0746, -3.8979, -0.7956], [-1.5120, -4.1705, -1.1742], [-2.3297, -4.3269, 0.0175], [-3.7692, -4.3918, -0.2326], [-4.4403, -3.1491, -0.8072], [-4.4274, -2.0291, 0.0573], [-3.2866, -1.1959, -0.0505], [0.5604, -1.6409, 1.5309], [-0.2255, -3.2058, 1.8132], [1.4561, -3.1468, 1.2259], [0.3070, -4.6748, -0.1291], [0.5396, -3.8980, -1.7028], [-1.5587, -5.0853, -1.7712], [-1.8522, -3.3371, -1.8077], [-2.1488, -3.5435, 0.6321], [-4.2491, -4.6225, 0.7204], [-3.9713, -5.2345, -0.9006], [-5.4921, -3.3945, -0.9739], [-4.0259, -2.8720, -1.7846], [-2.8877, -1.1918, -1.0704], [-2.4994, -1.5072, 0.6448], [-3.5747, -0.1797, 0.2117], [7.6845, -3.7774, 3.1560], [6.4553, -3.3917, 3.7413], [6.5367, -2.2226, 4.5484], [5.6928, -1.1201, 3.9525], [6.2730, -0.6462, 2.7011], [5.4264, 0.2688, 1.9527], [4.1245, -0.2849, 1.3872], [4.3086, -1.2658, 0.3777], [4.3760, -2.6124, 0.8120], [7.5108, -4.7094, 2.6216], [8.0538, -3.0267, 2.4477], [8.4502, -3.9492, 3.9173], [7.5741, -1.8982, 4.6632], [6.1476, -2.4700, 5.5396], [5.6348, -0.2864, 4.6572], [4.6777, -1.5210, 3.8178], [6.4845, -1.4482, 2.1206], [6.0178, 0.6504, 1.1152], [5.1892, 1.1271, 2.5887], [3.5934, 0.5466, 0.9105], [3.4613, -0.6699, 2.1694], [3.7308, -2.7423, 1.6832], [5.3838, -2.9562, 1.0524], [3.9952, -3.2204, -0.0094], [-5.0735, 6.4391, 2.3559], [-5.9016, 5.9007, 1.3449], [-5.7393, 6.5114, 0.0709], [-5.2053, 5.5104, -0.9272], [-3.8281, 5.1505, -0.6130], [-3.3021, 4.0442, -1.4016], [-3.9211, 2.6670, -1.2030], [-3.6885, 2.1138, 0.0813], [-4.6524, 2.4417, 1.0699], [-5.3322, 5.9390, 3.2871], [-4.0109, 6.2691, 2.1477], [-5.2415, 7.5134, 2.4772], [-5.0803, 7.3816, 0.1364], [-6.7223, 6.8552, -0.2628], [-5.2390, 5.9481, -1.9288], [-5.8778, 4.6413, -0.9149], [-3.7753, 4.9061, 0.3680], [-2.2351, 3.9601, -1.1703], [-3.3774, 4.3063, -2.4619], [-3.4390, 1.9909, -1.9127], [-4.9916, 2.6510, -1.4355], [-5.6450, 2.5781, 0.6354], [-4.3773, 3.3406, 1.6279], [-4.6917, 1.6125, 1.7771]],
  "homo_energy_ev": -10.24,
  "gap_ev": 6.505,
  "charge": 1,
  "lumo_energy_ev": -3.74,
  "total_energy_ev": -57881.205,
  "de_lowest_kcal_mol": 0.0
}


{
  "formula": "C6H10N2O2",
  "method": "the ωB97M-V functional and the def2-TZVPD basis",
  "symbols": ["C", "C", "N", "C", "C", "O", "O", "C", "C", "N", "H", "H", "H", "H", "H", "H", "H", "H", "H", "H"],
  "coordinates": [[-1.1636, -0.8540, 2.5349], [-0.6962, -0.7150, 1.1485], [0.4756, -0.2317, 1.0081], [0.9928, -0.0987, -0.3304], [1.0997, 1.3877, -0.7055], [1.2031, 1.7546, -1.8191], [0.9865, 2.2438, 0.3669], [0.2652, -0.9844, -1.4067], [-1.2246, -1.0969, -1.2063], [-1.5183, -1.2541, 0.1885], [-0.8620, -2.0150, 2.8823], [-0.5410, 0.0161, 3.2065], [-2.4610, -0.7535, 2.7121], [2.0372, -0.5888, -0.3780], [0.5897, 1.7479, 1.1385], [0.3970, -0.4733, -2.3987], [0.9221, -1.9683, -1.3066], [-1.6037, -0.1136, -1.5505], [-1.9514, -1.7992, -1.7639], [-2.3842, -1.4712, 0.4935]],
  "homo_energy_ev": -9.22,
  "gap_ev": 9.758,
  "smiles": "CC1=N[C@H](C(=O)O)CCN1",
  "lumo_energy_ev": 0.54,
  "total_energy_ev": -13457.794,
  "de_lowest_kcal_mol": 49.5
}


{
  "formula": "C7H15Cl2N2O4S",
  "method": "the ωB97M-V functional and the def2-TZVPD basis",
  "symbols": ["C", "C", "Cl", "C", "Cl", "O", "S", "O", "O", "C", "N", "H", "H", "H", "H", "H", "H", "H", "C", "C", "O", "N", "C", "H", "H", "H", "H", "H", "H", "H", "H"],
  "coordinates": [[-3.8232, -0.7576, -1.0564], [-2.4925, -1.1586, -1.8528], [-1.1789, 0.0920, -1.8479], [-2.4170, -2.3943, -2.4809], [-3.7919, -3.5906, -2.4978], [-1.2183, -2.7512, -3.1480], [-0.3544, -3.9665, -2.2813], [-1.0532, -4.2302, -0.9735], [1.1582, -3.3778, -1.8726], [1.1085, -2.3104, -0.9031], [1.8838, -1.1756, -1.4831], [-4.7338, -1.2992, -1.4351], [-3.8985, 0.3661, -1.0710], [-3.6398, -1.1242, 0.0106], [0.0667, -1.9726, -0.6238], [1.6244, -2.6141, 0.0641], [2.0406, -0.4558, -0.7748], [1.3750, -0.7684, -2.2737], [3.1684, 2.4824, 1.7903], [1.8537, 1.9176, 1.3665], [1.6786, 0.8751, 0.7993], [0.6070, 2.6395, 1.6000], [0.3088, 2.9860, 3.0166], [3.9672, 1.9598, 1.2667], [3.2186, 3.5439, 1.5350], [3.2986, 2.3539, 2.8670], [0.6573, 3.4997, 1.0431], [-0.1022, 2.0197, 1.1886], [-0.5682, 3.6320, 3.0197], [1.1574, 3.5142, 3.4481], [0.0992, 2.0652, 3.5603]],
  "homo_energy_ev": -11.53,
  "gap_ev": 7.217,
  "charge": 1,
  "lumo_energy_ev": -4.32,
  "total_energy_ev": -54542.522
}


{
  "formula": "C27H33OSi",
  "method": "the ωB97M-V functional and the def2-TZVPD basis",
  "symbols": ["C", "C", "C", "C", "C", "Si", "C", "C", "H", "H", "H", "H", "H", "H", "H", "H", "H", "H", "H", "H", "H", "H", "H", "H", "H", "H", "C", "O", "C", "C", "C", "C", "C", "C", "C", "C", "C", "C", "C", "C", "C", "C", "C", "C", "C", "C", "C", "H", "H", "H", "H", "H", "H", "H", "H", "H", "H", "H", "H", "H", "H", "H"],
  "coordinates": [[-13.1597, -3.1321, 2.2911], [-12.2249, -3.6843, 1.2382], [-10.8010, -3.3419, 1.6446], [-12.4037, -5.1953, 1.1732], [-12.5703, -2.9859, -0.0877], [-11.6138, -3.3048, -1.6041], [-11.4407, -5.0448, -2.1710], [-12.0323, -2.1186, -2.9595], [-9.2274, -2.6484, -1.0238], [-14.2026, -3.3612, 2.0806], [-12.9102, -3.5811, 3.2539], [-13.0625, -2.0558, 2.3968], [-10.0563, -3.7764, 0.9734], [-10.6476, -2.2551, 1.6655], [-10.5963, -3.7235, 2.6464], [-11.7140, -5.6872, 0.4803], [-12.2063, -5.5976, 2.1718], [-13.4252, -5.4710, 0.8976], [-13.5349, -3.2931, -0.4997], [-12.5643, -1.8948, 0.0301], [-12.4814, -5.3488, -2.0177], [-11.1883, -5.0162, -3.2379], [-10.7406, -5.6810, -1.6126], [-13.0954, -2.4025, -3.0217], [-11.9071, -1.0625, -2.6685], [-11.4926, -2.3478, -3.8926], [-7.3660, 3.5145, -3.8880], [-7.8474, 2.2151, -4.3303], [-7.9428, 1.1864, -3.4462], [-8.3886, -0.0608, -3.9592], [-8.4550, -1.1398, -3.1260], [-8.1017, -1.0732, -1.7766], [-8.2293, -2.3212, -0.9219], [-7.8657, -2.1879, 0.5644], [-7.1654, -3.3321, 0.9777], [-6.7757, -3.4912, 2.3093], [-7.1259, -2.4852, 3.2207], [-7.7917, -1.3348, 2.8004], [-8.1502, -1.1680, 1.4610], [-6.8164, -4.1297, -0.1938], [-7.3143, -3.4840, -1.3527], [-6.8723, -3.8830, -2.5995], [-6.0510, -5.0167, -2.6915], [-5.6289, -5.7078, -1.5559], [-5.9931, -5.2417, -0.2868], [-7.6560, 0.1634, -1.2921], [-7.5988, 1.2953, -2.0815], [-7.4332, 4.1338, -4.7866], [-8.0087, 3.9254, -3.1003], [-6.3263, 3.4505, -3.5491], [-8.6581, -0.1101, -5.0211], [-8.7938, -2.0901, -3.5426], [-6.2122, -4.3788, 2.5835], [-6.8447, -2.6091, 4.2678], [-8.0285, -0.5608, 3.5201], [-8.6416, -0.2594, 1.1467], [-7.1460, -3.3299, -3.4941], [-5.7365, -5.3619, -3.6755], [-4.9991, -6.5789, -1.6487], [-5.6501, -5.7194, 0.6237], [-7.3232, 0.2566, -0.2726], [-7.2564, 2.2527, -1.6610]],
  "homo_energy_ev": -10.64,
  "gap_ev": 5.770,
  "charge": 1,
  "lumo_energy_ev": -4.87,
  "total_energy_ev": -38453.083,
  "de_lowest_kcal_mol": 7.7
}


Q: What is the formula in the second record?
A: C6H10N2O2